The following is a DFT calculation (ωB97M-V/def2-TZVPD) of a molecular structure, C78H74Ge2NP2S4TeTl.

Geometry as XYZ:
```
163
Properties=species:S:1:pos:R:3:mulliken_charge:R:1
C 0.455 -1.319 5.470 -0.587
S -3.113 -0.591 -0.591 -0.226
H 0.493 -0.533 6.222 0.338
C -2.238 -4.663 -4.434 -1.834
H 3.204 -2.297 2.010 0.579
C -4.818 4.484 -1.555 -1.456
C -2.671 2.374 -3.877 1.706
H 6.747 7.114 2.015 0.377
H 2.590 0.951 -1.723 -0.557
C -2.132 -3.164 3.403 -0.341
H 7.270 2.233 -0.755 0.431
H -2.953 -4.026 -3.910 0.258
H 4.666 6.098 1.084 0.283
C 1.537 -1.279 -4.229 -1.577
H 6.785 0.141 -1.990 0.402
H -2.151 -0.874 6.375 0.473
C 5.017 -1.208 2.383 -0.713
C -6.146 -3.105 -1.142 -0.705
C 1.797 -3.638 -3.456 -0.950
C -3.056 -0.104 -5.950 -0.148
H -2.634 4.384 -3.158 0.416
H 2.828 -3.377 -3.231 0.320
C -0.828 -4.291 -4.068 1.474
H -4.358 -5.612 -2.511 0.451
N 5.896 7.666 3.802 -0.634
C 3.558 3.548 4.762 -0.243
H -5.763 4.251 -1.066 0.357
C 1.244 2.913 4.973 -0.427
H 5.641 -2.093 2.402 0.418
H 0.114 -4.027 1.532 0.168
C 2.961 -1.598 5.696 -1.453
Ge -1.744 -1.762 0.767 -0.133
C -4.329 3.319 -2.379 0.684
C -3.167 3.436 -3.139 -1.203
C 3.653 -1.323 2.172 -1.102
H 2.434 -6.780 -3.440 0.353
C 3.524 6.544 2.855 0.164
C -4.325 -3.742 0.301 0.975
C 4.660 0.411 -1.917 -0.274
H -5.948 2.024 -1.854 0.323
H 6.655 0.137 2.743 0.419
C -1.454 2.560 -4.747 -1.421
H -1.119 -2.748 -6.785 0.573
H -6.103 -4.077 -4.201 0.294
H -7.013 -2.479 -1.336 0.313
C -5.892 -1.900 1.045 -1.705
H 3.511 -2.492 5.997 0.382
C 3.924 5.275 -1.965 -0.404
H -5.776 -0.497 -2.232 0.074
H 1.781 -0.287 2.055 -1.015
H -4.837 -1.066 -3.615 0.150
C 2.396 3.882 6.844 -0.689
C -2.723 -5.596 -0.419 -1.266
H 4.445 -0.501 -2.461 0.456
H 5.413 3.640 0.061 0.404
H 0.339 3.269 6.884 0.459
H -0.316 -6.260 -3.414 0.361
P 2.536 3.491 -0.239 -0.147
C 1.794 7.060 -2.051 -0.726
C -4.559 1.028 -3.144 0.553
C 3.882 2.386 -0.778 0.424
H -2.246 -5.419 0.542 0.051
C -2.849 -3.959 4.295 0.043
C -0.776 -1.646 4.904 0.940
C 1.549 -2.970 4.141 -0.672
H -3.024 -6.646 -0.464 0.497
C 3.552 3.981 6.079 -0.730
H -2.895 -1.208 4.804 0.268
C -5.400 -0.223 -3.218 -1.184
C -5.789 -4.083 -2.061 0.678
H -5.323 -5.034 2.270 0.502
Tl 0.271 1.700 0.435 1.817
H -4.089 4.741 -0.783 0.280
C -4.660 -4.847 -1.803 -0.759
C 1.669 5.860 -1.369 -0.528
H 1.842 -6.465 -1.811 0.317
C 0.039 -5.243 -3.561 -0.765
H -0.490 -5.147 2.748 0.369
H -2.435 -5.702 -4.175 0.385
C 4.782 7.686 4.531 -0.349
H -1.849 0.196 5.002 0.231
H 4.866 8.150 5.510 0.376
C -5.023 2.123 -2.415 -0.932
H 4.970 6.706 -3.166 0.432
H -7.556 -3.759 -3.248 0.384
C -2.772 -0.017 -4.589 -0.242
C -0.830 -2.658 3.941 0.231
H -1.728 2.503 -5.803 0.314
C 2.747 4.977 -1.282 0.856
C 2.884 3.888 1.463 -0.603
H 0.724 5.596 -0.917 0.541
S -0.549 -2.624 -0.966 0.308
H 2.459 -3.487 3.846 0.503
C -3.913 -4.694 -0.639 0.487
H 2.435 -1.368 -4.845 0.684
C -2.595 -3.019 2.076 0.821
H -0.710 1.788 -4.556 0.066
C 3.577 7.142 4.106 -0.355
H -4.553 -5.221 4.622 0.402
Ge -1.417 -0.843 -2.083 0.228
H -2.697 -1.129 -7.801 0.420
Te 1.763 5.601 2.139 0.232
C 2.992 7.381 -2.673 -0.566
C 1.625 -1.965 5.100 0.732
H -6.261 -0.052 -3.871 0.502
C 6.245 1.942 -0.956 -0.693
C 1.358 -4.931 -3.239 0.643
H 2.846 -0.952 6.567 0.423
C -0.376 -2.973 -4.249 0.412
H -5.086 -1.192 1.249 0.278
C 4.673 6.537 2.075 0.105
C -3.739 -3.731 1.677 -0.851
H -1.981 -5.424 -1.202 -0.103
C 5.828 7.104 2.593 -0.501
H -6.897 -5.397 -3.348 0.428
H 4.463 3.639 4.175 0.312
C -4.004 -4.614 3.911 -1.321
C 2.854 -0.188 2.173 0.919
C 5.972 0.771 -1.653 -0.863
H -0.994 3.531 -4.559 0.420
C 4.797 1.183 2.561 -0.313
C -1.995 -0.847 5.294 -1.921
C 0.345 -3.333 3.563 0.736
H -2.411 -4.538 -5.504 0.422
H -2.471 -4.068 5.306 0.530
P 2.300 2.515 2.449 -0.319
C 5.587 0.045 2.579 -0.806
S 0.072 0.776 -1.998 -0.597
C 4.046 6.478 -2.647 -0.768
C -6.634 -4.340 -3.284 -1.687
H -6.751 -1.345 0.667 0.450
S -0.645 -0.239 1.922 -0.514
C 3.422 1.073 2.363 1.644
C 2.277 -5.996 -2.697 -1.622
H 3.101 8.326 -3.190 0.404
H -3.731 0.625 -6.384 0.538
C -3.346 1.139 -3.829 0.051
C 0.955 -2.648 -3.966 1.527
C 3.614 1.221 -1.492 0.669
C -4.435 -4.508 2.604 -0.106
H -4.961 5.368 -2.180 0.373
C -1.325 -1.959 -4.809 -0.781
C 5.206 2.739 -0.506 -0.221
H 3.572 -1.067 4.960 0.073
C 1.243 3.344 6.291 -0.590
C 2.401 3.014 4.201 0.444
H 2.704 7.173 4.748 0.368
H 1.817 -0.793 -3.292 -0.397
H 2.396 4.224 7.872 0.418
C 0.306 -4.433 2.531 -1.777
H 5.253 2.157 2.688 0.308
H 4.748 4.576 -1.968 0.407
H 1.256 -4.967 2.501 0.532
H 0.347 2.493 4.530 0.371
H -6.166 -2.363 1.995 0.407
C -1.917 -0.975 -4.007 0.053
C -2.478 -1.085 -6.740 -1.123
C -1.605 -1.996 -6.173 -0.191
H 3.247 -5.581 -2.426 0.359
C -5.444 -2.934 0.042 0.782
H 0.833 -0.626 -4.742 0.266
H 4.452 4.409 6.505 0.477
H 0.955 7.742 -2.104 0.433
```

Computed properties:
Gap between HOMO and LUMO (eV): 5.68
Total energy (hartree): -9941.424743
Highest occupied orbital energy (eV): -7.5
F_max (eV/A): 1.2
Charge: 0